1.
ORCA calculation (ωB97M-V with the def2-TZVPD basis set) on one molecule with the formula C21H29N9O2.

CARTESIAN COORDINATES (ANGSTROEM)
C -1.35 5.17 -4.03
C -1.26 3.66 -3.81
C -0.30 3.34 -2.66
N -0.04 1.91 -2.58
C -1.14 1.07 -2.16
C -1.79 1.39 -0.79
C -3.20 1.94 -0.91
C 1.27 1.53 -2.09
C 1.44 1.69 -0.62
C 1.17 0.80 0.42
C 0.77 -0.62 0.35
O 0.69 -1.23 -0.70
N 0.52 -1.12 1.59
N 0.13 -2.36 1.98
C -0.04 -3.32 1.17
C -0.49 -4.63 1.71
C -1.83 -5.05 1.08
C -2.26 -6.39 1.60
C -1.82 -7.56 0.99
C -2.18 -8.80 1.49
C -2.98 -8.89 2.62
C -3.41 -7.73 3.24
C -3.05 -6.49 2.74
N 1.36 1.45 1.60
N 1.73 2.64 1.37
N 1.79 2.83 0.04
C 2.26 4.04 -0.44
N 2.59 4.31 -1.67
O 3.02 5.57 -1.69
N 2.98 6.13 -0.45
C 2.52 5.22 0.36
N 2.27 5.36 1.67
H -0.37 5.57 -4.28
H -2.03 5.40 -4.85
H -1.71 5.67 -3.13
H -2.26 3.28 -3.59
H -0.90 3.17 -4.71
H -0.70 3.76 -1.73
H 0.65 3.83 -2.87
H -0.76 0.05 -2.15
H -1.91 1.14 -2.93
H -1.18 2.12 -0.25
H -1.81 0.48 -0.19
H -3.84 1.23 -1.44
H -3.63 2.11 0.07
H -3.21 2.88 -1.46
H 2.02 2.13 -2.61
H 1.42 0.48 -2.33
H 0.64 -0.48 2.37
H 0.10 -3.26 0.10
H 0.26 -5.39 1.48
H -0.59 -4.57 2.80
H -2.59 -4.30 1.32
H -1.72 -5.09 0.00
H -1.20 -7.50 0.10
H -1.84 -9.70 1.00
H -3.26 -9.85 3.01
H -4.04 -7.79 4.12
H -3.39 -5.59 3.23
H 2.63 6.17 2.13
H 2.09 4.51 2.19

Results
energy relative to the best compared isomer or geometry (same formula, charge and spin)	4.3	kcal/mol
largest force on an atom	2.07	eV Å⁻¹
HOMO level	-8.424	eV
SMILES	CCCN(CCC)Cc1c(C(=O)N/N=C/CCc2ccccc2)nnn1-c1nonc1N
lowest unoccupied orbital energy	0.0	eV

2.
ORCA calculation (ωB97M-V with the def2-TZVPD basis set) on a 12-piece molecular cluster, C54H117O39P3 overall.

CARTESIAN COORDINATES (ANGSTROEM)
C 5.24 -5.00 -3.49
C 3.89 -5.37 -4.10
O 2.86 -4.96 -3.19
P 1.63 -4.00 -3.62
O 1.87 -3.08 -4.75
O 0.43 -5.04 -3.82
C -0.42 -5.05 -4.98
C 0.24 -5.57 -6.24
O 1.21 -3.36 -2.21
C 2.23 -2.52 -1.53
C 2.47 -3.12 -0.18
H 6.04 -5.48 -4.04
H 5.42 -3.93 -3.51
H 5.23 -5.28 -2.41
H 3.71 -4.84 -5.05
H 3.76 -6.44 -4.28
H -1.35 -5.50 -4.63
H -0.79 -4.04 -5.08
H -0.55 -5.70 -6.98
H 0.96 -4.82 -6.61
H 0.68 -6.54 -6.02
H 3.16 -2.53 -2.08
H 1.89 -1.48 -1.60
H 1.47 -3.30 0.23
H 2.87 -4.11 -0.36
H 3.11 -2.60 0.51
C 10.64 1.54 -2.03
C 9.37 0.67 -2.31
O 9.07 -0.11 -1.19
P 7.59 -0.16 -0.63
O 6.54 -0.28 -1.63
O 7.61 -1.34 0.45
C 6.86 -2.51 0.17
C 7.40 -3.18 -1.14
O 7.47 1.11 0.32
C 6.17 1.41 0.87
C 6.26 2.80 1.47
H 10.69 2.13 -1.11
H 11.57 0.94 -2.04
H 10.72 2.17 -2.91
H 8.52 1.30 -2.60
H 9.50 0.00 -3.15
H 6.89 -3.11 1.08
H 5.79 -2.34 0.06
H 7.13 -4.25 -0.96
H 6.80 -2.83 -1.96
H 8.47 -3.12 -1.25
H 5.43 1.26 0.10
H 5.98 0.71 1.69
H 6.40 3.55 0.69
H 5.35 3.05 2.03
H 7.07 2.85 2.19
C -2.01 -2.67 3.50
C -2.98 -3.42 2.61
O -2.36 -4.13 1.53
P -3.08 -4.77 0.24
O -4.16 -3.96 -0.31
O -1.85 -4.93 -0.73
C -0.64 -5.72 -0.48
C -0.65 -7.00 -1.33
O -3.50 -6.30 0.59
C -4.84 -6.71 0.73
C -5.31 -7.47 -0.51
H -2.40 -1.92 4.15
H -1.54 -3.41 4.15
H -1.31 -2.18 2.84
H -3.51 -4.18 3.19
H -3.76 -2.74 2.26
H 0.24 -5.10 -0.63
H -0.59 -5.95 0.60
H 0.33 -7.48 -1.27
H -1.44 -7.71 -1.18
H -0.65 -6.71 -2.38
H -4.92 -7.27 1.66
H -5.56 -5.89 0.84
H -5.43 -6.80 -1.35
H -4.69 -8.35 -0.67
H -6.35 -7.82 -0.40
C -0.36 -0.64 -4.57
C 0.61 0.54 -4.48
O 0.59 1.22 -3.22
C -0.35 2.15 -3.12
O -1.16 2.44 -3.91
O -0.16 2.76 -1.94
C -1.15 3.64 -1.54
H -1.35 -0.26 -4.88
H -0.42 -1.04 -3.58
H 0.01 -1.33 -5.35
H 0.38 1.24 -5.27
H 1.67 0.27 -4.51
H -1.25 3.58 -0.47
H -2.08 3.41 -2.09
H -0.80 4.65 -1.78
C -7.44 -5.38 -7.10
C -8.23 -4.69 -6.02
O -7.45 -4.17 -4.96
C -7.06 -5.02 -3.94
O -7.26 -6.20 -3.89
O -6.35 -4.35 -2.97
C -6.13 -2.95 -3.04
H -8.20 -5.48 -7.88
H -6.95 -6.32 -6.81
H -6.66 -4.68 -7.50
H -8.93 -5.41 -5.63
H -8.74 -3.82 -6.42
H -5.32 -2.70 -2.37
H -7.02 -2.40 -2.76
H -5.79 -2.66 -4.02
C -3.44 2.59 -5.88
C -4.13 2.81 -4.52
O -5.42 2.12 -4.47
C -5.51 0.84 -4.17
O -4.58 0.11 -3.97
O -6.81 0.43 -4.10
C -7.85 1.33 -4.34
H -4.09 2.82 -6.70
H -3.10 1.58 -6.06
H -2.65 3.32 -5.96
H -4.34 3.81 -4.25
H -3.47 2.50 -3.72
H -8.73 0.76 -4.15
H -7.77 1.77 -5.32
H -7.81 2.12 -3.58
C -5.37 6.47 2.77
C -4.70 5.47 1.86
O -4.91 4.17 2.42
C -4.45 3.08 1.79
O -3.84 3.04 0.77
O -4.92 2.04 2.56
C -4.62 0.69 2.07
H -5.04 6.38 3.79
H -6.43 6.25 2.87
H -5.25 7.49 2.34
H -3.62 5.60 1.77
H -5.12 5.58 0.85
H -5.25 0.02 2.65
H -3.59 0.35 2.25
H -4.88 0.58 1.02
C -2.82 -0.51 -1.19
C -1.84 -1.04 -0.07
O -0.94 0.03 0.21
C 0.20 -0.19 0.94
O 0.51 -1.14 1.54
O 0.87 0.95 0.82
C 2.10 1.03 1.58
H -3.60 -1.26 -1.31
H -2.28 -0.34 -2.09
H -3.33 0.40 -0.85
H -1.30 -1.95 -0.36
H -2.35 -1.27 0.88
H 1.92 1.60 2.48
H 2.72 1.72 1.00
H 2.50 0.04 1.78
C -3.22 4.44 5.91
C -3.19 2.93 5.81
O -1.85 2.56 5.47
C -1.58 1.19 5.32
O -2.33 0.27 5.46
O -0.25 1.10 4.95
C 0.27 -0.20 4.88
H -4.18 4.88 6.28
H -3.05 4.86 4.92
H -2.44 4.80 6.58
H -3.90 2.52 5.12
H -3.59 2.46 6.72
H 1.34 -0.14 5.06
H 0.12 -0.56 3.87
H -0.20 -0.87 5.59
C -0.34 3.98 2.43
C -0.19 5.28 1.73
O 0.78 6.16 2.48
C 0.19 6.88 3.48
O -0.95 7.09 3.66
O 1.23 7.40 4.26
C 0.89 8.25 5.31
H -1.01 3.96 3.31
H 0.67 3.62 2.71
H -0.66 3.31 1.61
H -1.16 5.77 1.69
H 0.19 5.29 0.73
H 0.20 9.02 4.99
H 1.83 8.63 5.73
H 0.25 7.71 6.02
C 2.81 2.26 6.68
C 4.26 1.90 6.39
O 4.37 1.30 5.08
C 4.00 0.00 4.89
O 3.56 -0.73 5.73
O 4.21 -0.30 3.58
C 3.90 -1.67 3.21
H 2.29 1.37 7.02
H 2.35 2.72 5.80
H 2.80 2.97 7.50
H 4.71 1.21 7.13
H 4.91 2.76 6.32
H 4.21 -1.80 2.18
H 2.84 -1.93 3.30
H 4.45 -2.39 3.83
C 4.62 5.42 5.12
C 3.73 5.00 3.97
O 4.18 5.66 2.75
C 3.58 5.28 1.55
O 2.89 4.36 1.32
O 4.01 6.18 0.60
C 3.48 5.91 -0.70
H 4.46 4.77 5.98
H 4.36 6.43 5.41
H 5.63 5.26 4.76
H 2.66 5.18 3.99
H 3.85 3.92 3.77
H 2.40 6.10 -0.68
H 3.71 4.91 -1.02
H 3.94 6.63 -1.33

Results
largest force on an atom	4.82	eV Å⁻¹
HOMO level	-10.197	eV
SMILES	CCOP(=O)(OCC)OCC.CCOP(=O)(OCC)OCC.CCOP(=O)(OCC)OCC.CCOC(=O)OC.CCOC(=O)OC.CCOC(=O)OC.CCOC(=O)OC.CCOC(=O)OC.CCOC(=O)OC.CCOC(=O)OC.CCOC(=O)OC.CCOC(=O)OC
lowest unoccupied orbital energy	0.6	eV